30
Properties=species:S:1:pos:R:3:forces:R:3 method="wB97M-V/def2-TZVPD" e_lumo_ev=0.0 total_energy_ha=-764.39432 gap_ha=0.3853 homo_ev=-10.490 multiplicity=1 de_lowest_kcal_mol=55.0 smiles=O.O.O.O.O.O.O.O.O.O
O 2.58917 1.52567 -0.10140 -2.19 -0.38 -0.74
H 3.03917 0.82867 0.32360 1.65 -0.95 1.06
H 1.81917 0.94767 -0.38640 0.56 1.54 -0.15
O -1.89883 0.75167 0.73260 -1.89 -0.08 -1.50
H -1.71883 1.64467 0.40060 -0.35 0.72 -0.03
H -1.27683 0.56267 1.39160 1.57 -0.54 2.05
O -0.78583 -2.42833 0.62460 4.17 -1.57 -0.56
H -1.67283 -2.22833 0.73160 -3.32 0.55 0.55
H -0.64483 -3.32733 0.96560 -0.39 0.52 -0.08
O 3.09817 -0.68633 -2.23240 0.10 -0.34 -0.02
H 3.85917 -0.63733 -1.63940 -0.18 0.10 -0.22
H 2.59117 -1.45333 -1.90340 0.30 0.50 -0.18
O 0.24017 2.47367 -2.36840 1.02 -0.41 -0.64
H 0.17817 1.58467 -1.98640 -0.26 -0.20 0.23
H 1.12117 2.36567 -2.79440 -0.82 0.66 0.31
O 0.09517 0.21267 -0.88040 0.83 -0.80 -0.08
H -0.68483 0.23167 -0.30640 -0.36 -0.08 0.00
H 0.52017 -0.64733 -0.71040 -0.18 0.48 -0.29
O -0.08283 -0.06133 2.66560 -1.23 -1.13 0.52
H -0.49683 0.27267 3.47260 0.41 0.18 -0.17
H 0.52217 0.57567 2.33760 1.09 1.14 -0.18
O 1.74317 -2.22633 -0.53040 -0.90 0.05 -0.27
H 2.21517 -2.76433 0.07560 1.24 -0.64 0.81
H 0.83817 -2.46033 -0.27740 -0.63 0.22 -0.23
O -1.87183 3.20367 -0.47540 -1.26 -0.34 0.07
H -1.31283 2.94767 -1.20840 0.87 0.23 -0.66
H -2.77183 3.07367 -0.84040 0.61 0.26 0.40
O -3.17383 -1.74333 1.43160 -0.47 0.20 -1.29
H -3.03183 -0.83133 1.12760 -0.12 0.11 -0.02
H -3.04483 -1.70733 2.36060 0.13 0.01 1.33